Formula: C15H50BINO9PSi2
Source: the Open Molecules 2025 dataset
Level of theory: the ωB97M-V functional and the def2-TZVPD basis

```
! wB97M-V def2-TZVPD RIJCOSX def2/J DEFGRID3
* xyz 0 1
C 1.95963 -0.58390 4.10363
C 1.32466 0.53910 3.26766
I 1.35018 2.36008 4.41520
C -0.10324 0.24053 2.76755
Si -0.68725 1.23023 1.28702
O 0.01349 0.64153 -0.09320
Si 0.71567 -0.85302 -0.12009
P 1.94086 -0.96869 -2.04406
N 3.46659 -1.31326 -1.82686
B -0.78287 -2.27739 0.00874
O -1.53174 -2.59593 -1.11106
O -1.02593 -2.92307 1.22311
H 3.02262 -0.40263 4.30386
H 1.86806 -1.53086 3.53641
H 1.44302 -0.71258 5.06747
H 1.98419 0.75751 2.41620
H -0.23124 -0.84854 2.64717
H -0.81085 0.52394 3.57304
H -2.14851 1.08795 1.14953
H -0.34952 2.65072 1.46901
H 1.68829 -1.07311 0.97494
H 1.24573 -1.88808 -2.85968
H 1.66163 0.26200 -2.66246
H 4.07456 -0.58441 -2.17748
H -1.42467 -3.47161 -1.46728
H -1.58652 -2.39245 1.80511
C -3.96982 5.37015 -0.45223
C -4.45943 3.96268 -0.17277
O -3.73979 3.32594 0.87631
H -2.90749 5.35974 -0.69787
H -4.51731 5.81514 -1.28430
H -4.11017 6.00994 0.42222
H -4.30879 3.32487 -1.04425
H -5.53220 3.97091 0.04936
H -3.85367 3.84127 1.67814
C 4.87745 0.56694 1.00331
C 4.55761 1.98911 0.58780
O 3.15689 2.26171 0.61541
H 4.35717 -0.14347 0.35981
H 5.94979 0.37488 0.94653
H 4.56313 0.39458 2.03871
H 4.86090 2.17044 -0.44345
H 5.09249 2.70484 1.22177
H 2.86155 2.10751 1.51653
C -1.54113 3.60331 -3.76388
C -0.60258 2.60486 -4.41322
O 0.28643 2.00550 -3.47656
H -0.97190 4.38162 -3.25514
H -2.18795 4.07044 -4.50798
H -2.17740 3.10891 -3.02534
H 0.04083 3.09901 -5.14204
H -1.17520 1.83485 -4.94244
H -0.24216 1.55610 -2.80920
C 2.23341 2.57370 -7.30656
C 1.72278 1.15151 -7.17558
O 2.58553 0.32410 -6.40839
H 3.22663 2.57991 -7.75603
H 1.56525 3.17336 -7.92699
H 2.30200 3.05022 -6.32527
H 1.66240 0.67228 -8.15292
H 0.71451 1.15458 -6.74469
H 2.64675 0.70306 -5.52734
C -1.63021 -6.80004 1.77838
C -0.72050 -6.70618 2.98894
O 0.38672 -5.84334 2.75900
H -1.07094 -7.15689 0.91292
H -2.46885 -7.47625 1.95128
H -2.03225 -5.81268 1.53593
H -0.29144 -7.67767 3.23289
H -1.29115 -6.36681 3.86207
H 0.02625 -4.97455 2.55260
C -1.75646 -3.03226 4.90439
C -2.66448 -1.87705 4.53190
O -2.83778 -1.75110 3.11741
H -0.77608 -2.91593 4.43711
H -1.61678 -3.08525 5.98433
H -2.18113 -3.98357 4.57376
H -2.23239 -0.92900 4.85044
H -3.63856 -1.97969 5.01781
H -3.24730 -2.56029 2.79390
*
```

Its HOMO energy is -7.99 eV. As for the molar mass: 613.42 Da. Its LUMO energy is 0.0075 Ha. The value obtained for the electronic energy is -70106.079 eV.

Here are the Mulliken charges for atoms 1 to 2, given in e: C -1.338; C 0.865

---

Formula: C24H27N3O4S
Source: the Open Molecules 2025 dataset
Level of theory: the ωB97M-V functional and the def2-TZVPD basis

```
! wB97M-V def2-TZVPD RIJCOSX def2/J DEFGRID3
* xyz 0 1
C 0.58289 -0.78094 -6.43273
O -0.60812 -0.04279 -6.31001
C -0.85252 0.61046 -5.14042
C -0.00987 0.61336 -4.03435
C -0.37035 1.31284 -2.89489
C -1.56178 2.02107 -2.82869
C -1.97862 2.70745 -1.54796
C -2.78020 1.67535 -0.72242
N -1.99794 0.52085 -0.36746
C -1.67423 0.20510 0.90346
O -2.09557 0.81874 1.86866
C -0.79134 -0.99168 1.05135
C 0.19532 -1.32754 0.13007
C 0.98883 -2.44018 0.35320
C 0.81507 -3.22222 1.47956
C -0.15530 -2.87800 2.41788
N -0.31472 -3.65274 3.56163
S 1.03526 -4.22639 4.39224
O 1.66139 -5.26269 3.63148
O 0.55462 -4.52482 5.70650
C 2.09480 -2.78394 4.42030
C 3.25841 -2.76976 3.67916
C 4.02903 -1.61842 3.65851
C 3.62277 -0.50302 4.37356
C 2.45487 -0.53324 5.12025
C 1.68266 -1.68237 5.14391
C -0.94966 -1.75927 2.19780
N -0.80848 3.22654 -0.84860
C -0.19096 4.28172 -1.63059
C -1.09326 3.70988 0.48993
C -2.39602 2.01849 -3.94079
C -2.04936 1.32630 -5.08124
H 1.46560 -0.14093 -6.33228
H 0.56228 -1.20911 -7.43358
H 0.63336 -1.58930 -5.69579
H 0.92760 0.07938 -4.04720
H 0.29445 1.33829 -2.04424
H -2.68722 3.52610 -1.79052
H -3.15436 2.11058 0.20464
H -3.63455 1.35896 -1.33223
H -1.59810 -0.00170 -1.13053
H 0.36669 -0.71700 -0.74338
H 1.75334 -2.70450 -0.36216
H 1.41462 -4.10123 1.64826
H -1.03780 -3.34455 4.19371
H 3.54460 -3.65855 3.14014
H 4.94271 -1.59152 3.08466
H 4.22138 0.39528 4.35252
H 2.14555 0.33656 5.67897
H 0.77512 -1.73989 5.72400
H -1.70502 -1.46980 2.91371
H 0.74461 4.57157 -1.15463
H 0.02564 3.92193 -2.63448
H -0.83388 5.17278 -1.71211
H -1.88243 4.47788 0.50147
H -0.18249 4.15004 0.89304
H -1.38265 2.88989 1.14112
H -3.32628 2.56770 -3.91406
H -2.69036 1.32302 -5.94838
*
```

The energy above the lowest of the compared OMol25 structures with the same formula, charge and spin is 1.9432 eV. Its HOMO energy is -8.61 eV. As for the SMILES: COc1ccc([C@@H](CNC(=O)c2cccc(NS(=O)(=O)c3ccccc3)c2)N(C)C)cc1. As for the molar mass: 453.56 Da. Its LUMO energy is 0.0159 Ha. The value obtained for the electronic energy is -48821.646 eV.

Here are the natural (NBO) charges for atoms 1 to 2, given in e: C -0.252; O -0.491

---

Formula: C5H10O
Source: the Open Molecules 2025 dataset
Level of theory: the ωB97M-V functional and the def2-TZVPD basis

```
! wB97M-V def2-TZVPD RIJCOSX def2/J DEFGRID3
* xyz 0 1
C 1.98142 -0.19283 0.09111
C 0.81770 0.73031 -0.23776
C -0.57109 0.08743 -0.15097
C -0.83684 -1.19887 0.62119
C -1.72590 0.95498 -0.39166
O -1.22661 0.12522 -1.42742
H 1.87077 -1.15152 -0.42479
H 2.05928 -0.38656 1.16723
H 2.92957 0.24496 -0.24080
H 0.90670 1.06181 -1.27959
H 0.87212 1.64293 0.37060
H -0.00178 -1.90919 0.57947
H -1.07850 -1.03164 1.68305
H -1.71253 -1.67272 0.15750
H -1.57558 2.03272 -0.49782
H -2.70873 0.66297 -0.01932
*
```

The energy above the lowest of the compared OMol25 structures with the same formula, charge and spin is 1.2988 eV. Its HOMO energy is -10.05 eV. As for the SMILES: CC[C@@]1(C)CO1. As for the molar mass: 86.13 Da. Its LUMO energy is 0.0384 Ha. The value obtained for the electronic energy is -7393.466 eV.

Here are the natural (NBO) charges for atoms 1 to 2, given in e: C -0.609; C -0.423

---

Formula: C11H18N3
Source: the Open Molecules 2025 dataset
Level of theory: the ωB97M-V functional and the def2-TZVPD basis

```
! wB97M-V def2-TZVPD RIJCOSX def2/J DEFGRID3
* xyz 1 1
C -0.69536 2.35697 -1.40959
C -0.66127 1.27593 -2.25663
C -0.42953 2.34421 -0.07172
C 0.41404 0.11191 -0.48105
C -0.09650 0.12332 -1.79702
C 0.15101 1.21067 0.44461
C -0.32063 -0.44190 2.75397
C -1.06343 -2.07656 -2.21793
C 1.55047 -1.81510 -2.22073
C 0.87370 2.21425 2.44615
C 0.13076 -1.15802 -2.55085
N 0.34067 -0.79436 3.83916
N -1.41390 -0.92155 2.18294
N 0.68926 1.04895 1.67816
H -1.17006 3.27121 -1.74240
H -1.12356 1.28563 -3.16201
H -0.58758 3.30302 0.59072
H 1.17825 -0.65026 -0.05430
H -0.91586 -2.24103 -1.09868
H -1.02777 -3.09801 -2.67812
H -1.98694 -1.63387 -2.44236
H 1.69752 -2.60686 -2.98910
H 1.47051 -2.30828 -1.24165
H 2.20466 -0.81923 -2.19282
H 0.01071 2.67240 2.91506
H 1.44282 2.80195 1.77553
H 1.52983 1.92170 3.21176
H 0.06242 -1.04550 -3.66580
H -0.04307 -1.41541 4.58485
H 1.28288 -0.45237 4.00584
H -1.87238 -1.68819 2.65232
H -1.62167 -0.77564 1.19165
*
```

The energy above the lowest of the compared OMol25 structures with the same formula, charge and spin is 3.7755 eV. Its HOMO energy (spin up / spin down) is -11.85 / -11.85 eV. As for the molar mass: 192.29 Da. Its LUMO energy (spin up / spin down) is -0.1647 / -0.1646 Ha. The value obtained for the electronic energy is -16159.291 eV.

Here are the natural (NBO) charges for atoms 1 to 2, given in e: C -0.183; C -0.171

---

Formula: C2H2N4O2
Source: the Open Molecules 2025 dataset
Level of theory: the ωB97M-V functional and the def2-TZVPD basis

```
! wB97M-V def2-TZVPD RIJCOSX def2/J DEFGRID3
* xyz 0 1
H -2.66997 -0.98058 -0.02567
N -2.42557 0.03290 0.07391
C -1.20347 -0.05755 -0.03839
N -0.45082 -1.29489 0.00762
N 0.75764 -1.36226 -0.01462
C 1.51180 -0.18457 0.07792
O 2.73715 -0.14894 -0.10025
N 0.84862 1.00575 0.27874
O -0.43267 1.06935 -0.24316
H 1.32729 1.92079 -0.01611
*
```

The energy above the lowest of the compared OMol25 structures with the same formula, charge and spin is 5.2083 eV. Its HOMO energy is -10.06 eV. As for the SMILES: [H]/N=c1\nnc(=O)[nH]o1. As for the molar mass: 114.06 Da. Its LUMO energy is -0.0653 Ha. The value obtained for the electronic energy is -12157.539 eV.

Here are the natural (NBO) charges for atoms 1 to 2, given in e: H 0.366; N -0.555

---

Formula: C48H53N9O4P3SSn
Source: the Open Molecules 2025 dataset
Level of theory: the ωB97M-V functional and the def2-TZVPD basis

```
! wB97M-V def2-TZVPD RIJCOSX def2/J DEFGRID3
* xyz 1 1
Sn 1.54274 2.20568 0.99899
C 2.54893 2.03983 6.86703
N 2.86137 1.89474 5.43639
C 4.14154 2.10823 4.82446
C 3.98286 2.16614 3.47747
N 2.59151 2.18585 3.18894
C 1.97043 1.99989 4.37770
P 0.20644 1.58758 4.55878
C -0.09631 0.11424 3.63644
N 0.27811 -0.08864 2.31493
C 0.06768 -1.52351 2.08579
C -0.40376 -2.07811 3.23476
N -0.62858 -1.05327 4.18761
C -1.01118 -1.27366 5.57347
C -0.58106 2.79856 3.45197
N -0.04264 3.46379 2.33094
C -0.97274 4.38810 1.93569
C -2.00661 4.44770 2.75948
N -1.82630 3.40347 3.73066
C -2.69245 3.09257 4.87575
H 2.61915 1.07508 7.36487
H 1.46328 2.34647 6.96684
H 3.29306 2.80854 7.29325
H 5.00695 2.13128 5.40344
H 4.78213 2.18420 2.73601
H 0.19760 -1.95437 1.11612
H -0.65703 -3.13307 3.40284
H -2.10403 -1.25588 5.68878
H -0.45872 -0.49415 6.17249
H -0.61190 -2.21121 5.82258
H -0.80740 4.97265 1.04601
H -2.90936 5.04619 2.72382
H -3.37800 2.25830 4.54702
H -3.27181 3.98099 5.13221
H -2.10311 2.86650 5.73532
C -3.23793 4.03847 -1.88922
O -1.87260 3.84090 -1.26034
C -1.66487 2.70354 -0.65601
O -0.46205 2.38071 -0.39857
N -2.68561 1.92505 -0.32754
N -2.49400 0.77555 0.46038
H -3.06737 4.98373 -2.27470
H -4.04815 4.14444 -1.13137
H -3.50642 3.32426 -2.65464
H -3.63272 2.01963 -0.63654
H -2.10698 -0.03282 -0.11141
H -1.72349 0.98777 1.09661
S 4.41740 2.44657 -2.93995
C 4.02711 0.78997 -2.84660
C 4.63884 -0.26382 -3.55000
C 4.20624 -1.58468 -3.34534
C 3.23481 -1.81907 -2.28643
C 2.57196 -0.78832 -1.67339
C 2.99925 0.52236 -1.96730
N 2.49504 1.68790 -1.38535
C 3.16635 2.76409 -1.77030
C 2.99093 4.06827 -1.14879
C 3.16819 5.38427 -1.73988
C 2.75314 6.55341 -1.13522
C 2.31875 6.49817 0.20013
C 2.07286 5.29590 0.78998
C 2.30437 4.09580 0.08513
H 5.34577 -0.06186 -4.31267
H 4.61134 -2.44758 -3.88702
H 2.94929 -2.78785 -1.91098
H 1.66419 -0.96071 -1.04435
H 3.49027 5.37213 -2.76893
H 2.95958 7.44830 -1.70739
H 2.07324 7.39056 0.76262
H 1.76156 5.17990 1.82672
O -1.47854 -1.44755 -1.10339
P -2.24611 -1.82306 -2.36206
C -4.02723 -1.50092 -2.35047
C -4.76741 -2.06482 -1.33404
C -6.15042 -2.18820 -1.41251
C -6.78555 -1.58318 -2.49323
C -6.10993 -0.80540 -3.41634
C -4.72396 -0.71237 -3.30673
C -1.59730 -1.03456 -3.84968
C -0.56792 -0.12057 -3.75632
C -0.12163 0.53993 -4.91193
C -0.77375 0.32995 -6.14145
C -1.74819 -0.67546 -6.22596
C -2.13161 -1.34924 -5.11517
C -2.12421 -3.62319 -2.59458
C -0.89646 -4.09487 -2.25711
C -0.49060 -5.38662 -2.46041
C -1.38163 -6.26315 -3.09278
C -2.71081 -5.92778 -3.24752
C -3.07356 -4.59655 -3.05740
H -4.24065 -2.50313 -0.47517
H -6.78799 -2.64924 -0.70610
H -7.83299 -1.82603 -2.64490
H -6.67326 -0.39535 -4.28780
H -4.25448 0.02642 -3.94995
H -0.20669 0.14130 -2.74275
H 0.78597 1.19091 -4.88275
H -0.41009 0.80508 -7.04116
H -2.25139 -0.85236 -7.13234
H -2.96436 -2.04227 -5.14540
H -0.13843 -3.47561 -1.75135
H 0.46909 -5.70518 -2.13243
H -1.05910 -7.23497 -3.35491
H -3.43431 -6.70496 -3.33344
H -4.07632 -4.22603 -3.18816
C 2.03807 -5.38416 1.88753
P 2.77384 -3.96899 1.06193
C 3.34105 -2.73494 2.21180
C 4.34307 -4.57124 0.37201
O 1.81314 -3.46452 -0.01264
H 2.56675 -5.57104 2.83320
H 2.07272 -6.30767 1.26098
H 0.97740 -5.14073 2.16070
H 2.55727 -2.44943 2.92202
H 3.58086 -1.82905 1.62933
H 4.20096 -3.13414 2.73614
H 5.02351 -4.97200 1.19770
H 4.77898 -3.72521 -0.07238
H 4.20522 -5.34348 -0.39084
*
```

Its HOMO energy is -8.13 eV. As for the molar mass: 1063.71 Da. Its LUMO energy is -0.0733 Ha. The value obtained for the electronic energy is -116764.583 eV.

Here are the Mulliken charges for atoms 1 to 2, given in e: Sn 0.838; C -0.848

---

Formula: C13H22AuN4OSSi
Source: the Open Molecules 2025 dataset
Level of theory: the ωB97M-V functional and the def2-TZVPD basis

```
! wB97M-V def2-TZVPD RIJCOSX def2/J DEFGRID3
* xyz 1 3
Au 1.22547 0.33258 -1.15892
C 6.11844 -1.65476 0.93764
C 4.85832 -2.47070 1.17274
N 3.74948 -1.67467 1.69930
C 2.88936 -0.94374 0.99161
S 3.03240 -1.03179 -0.76276
N 2.05028 -0.20222 1.71525
N 1.20870 0.52467 0.97165
C 0.32401 1.32197 1.45174
C 0.12881 1.52599 2.91790
C -0.51804 2.04106 0.45738
C -1.57855 2.83562 0.85640
C -2.34976 3.47594 -0.10190
C -2.04078 3.31886 -1.44069
C -0.96675 2.51556 -1.77735
N -0.22314 1.89855 -0.85567
H 6.91510 -2.30122 0.56935
H 6.46077 -1.18712 1.86143
H 5.94590 -0.87212 0.19828
H 5.03709 -3.26497 1.89592
H 4.51914 -2.94738 0.25389
H 3.69115 -1.53313 2.69686
H 0.87627 0.96658 3.46994
H -0.86183 1.18269 3.22384
H 0.21190 2.58375 3.17355
H -1.79523 2.95483 1.90780
H -3.18481 4.09399 0.20033
H -2.61335 3.80548 -2.21724
H -0.67173 2.37303 -2.80822
C -3.27581 -1.05310 0.20834
Si -2.59293 -1.10212 -1.50619
C -3.52106 0.03999 -2.62623
C -2.63036 -2.86005 -2.19305
O -0.93936 -0.87893 -1.54950
H -4.29571 -1.44357 0.20206
H -3.31557 -0.02202 0.57205
H -2.68742 -1.64249 0.91331
H -4.51511 -0.37285 -2.81163
H -3.01774 0.17107 -3.58593
H -3.64755 1.02434 -2.16778
H -3.69710 -3.09628 -2.20138
H -2.08404 -3.55057 -1.55421
H -2.21885 -2.88074 -3.19989
*
```

The energy above the lowest of the compared OMol25 structures with the same formula, charge and spin is 0.4161 eV. Its HOMO energy (spin up / spin down) is -11.45 / -11.41 eV. As for the molar mass: 507.47 Da. Its LUMO energy (spin up / spin down) is -0.1416 / -0.1989 Ha. The value obtained for the electronic energy is -44244.257 eV. The expectation value of S² is 2.0130.

Here are the natural (NBO) charges for atoms 1 to 2, given in e: Au 1.008; C -0.622

---

Formula: C5H8N2
Source: the Open Molecules 2025 dataset
Level of theory: the ωB97M-V functional and the def2-TZVPD basis

```
! wB97M-V def2-TZVPD RIJCOSX def2/J DEFGRID3
* xyz 0 1
C 1.77641 -0.30167 -1.57495
C 0.76966 -0.17352 -0.49357
C 0.02886 -1.28661 -0.18059
N -1.00388 -0.88869 0.62468
C -0.87792 0.44180 0.88094
N -1.80606 1.06965 1.72907
C 0.22114 0.92268 0.21477
H 1.42072 0.12907 -2.51807
H 2.75734 0.18376 -1.34598
H 1.64158 -1.38107 -1.73617
H 0.33254 -2.32466 -0.17422
H -1.61282 -1.50342 1.13479
H -1.47486 1.99076 1.98071
H -2.71088 1.16896 1.28592
H 0.53816 1.95297 0.17267
*
```

The energy above the lowest of the compared OMol25 structures with the same formula, charge and spin is 0.6798 eV. Its HOMO energy is -7.44 eV. As for the SMILES: Cc1c[nH]c(N)c1. As for the molar mass: 96.13 Da. Its LUMO energy is 0.0375 Ha. The value obtained for the electronic energy is -8294.317 eV.

Here are the natural (NBO) charges for atoms 1 to 2, given in e: C -0.628; C -0.071